{
  "formula": "C12H13LaNO2",
  "method": "ωB97M-V/def2-TZVPD",
  "total_charge": 3,
  "e_lumo_ha": -0.5039,
  "e_homo_ha": -0.712,
  "max_force_ev_per_a": 4.62,
  "molar_mass_g_mol": 342.147,
  "spin_multiplicity": 1,
  "orbital_gap_ev": 5.654,
  "species": ["C", "C", "C", "C", "C", "C", "C", "C", "C", "C", "C", "O", "N", "C", "O", "H", "H", "H", "H", "H", "H", "H", "H", "H", "H", "H", "H", "H", "La"],
  "positions_angstrom": [[-2.932, -0.821, 0.167], [-1.937, -0.927, -1.031], [-0.880, -2.059, -0.851], [0.619, -1.596, -1.001], [0.949, -0.668, 0.149], [1.282, -1.173, 1.400], [1.562, -0.356, 2.512], [1.509, 1.091, 2.410], [1.227, 1.589, 1.199], [0.939, 0.775, 0.002], [0.696, 1.618, -1.101], [0.122, 1.393, -2.270], [1.251, 2.907, -0.778], [1.079, 3.010, 0.693], [0.827, 3.994, 1.300], [-3.448, -1.766, 0.371], [-3.677, -0.045, -0.081], [-2.387, -0.425, 1.042], [-1.477, 0.073, -1.129], [-2.512, -1.117, -1.956], [-1.045, -2.792, -1.658], [-1.014, -2.527, 0.134], [0.845, -1.169, -1.988], [1.226, -2.505, -0.842], [1.345, -2.251, 1.585], [1.823, -0.786, 3.485], [1.701, 1.761, 3.251], [2.253, 2.707, -0.895], [0.052, 2.067, -4.118]],
  "mulliken_charge": [-1.345, 0.117, -0.712, -0.867, 0.984, -0.633, -0.521, -0.603, 0.245, 0.345, 0.685, -0.722, -0.465, -0.046, -0.327, 0.393, 0.375, 0.305, -0.282, 0.405, 0.370, 0.520, 0.232, 0.442, 0.517, 0.464, 0.541, 0.389, 2.196]
}

=====

{
  "formula": "C12H13N2P",
  "method": "ωB97M-V/def2-TZVPD",
  "e_lumo_ha": -0.0038,
  "relative_energy_kj_mol": 90.65,
  "e_homo_ha": -0.299,
  "max_force_ev_per_a": 4.27,
  "molar_mass_g_mol": 216.224,
  "spin_multiplicity": 1,
  "orbital_gap_ev": 8.019,
  "species": ["C", "C", "C", "N", "C", "N", "P", "C", "C", "C", "C", "C", "C", "C", "C", "H", "H", "H", "H", "H", "H", "H", "H", "H", "H", "H", "H", "H"],
  "positions_angstrom": [[-1.855, -1.562, 1.617], [-1.221, -1.458, 0.415], [-1.389, -2.299, -0.657], [-1.576, -2.961, -1.549], [-0.196, -0.365, 0.307], [-0.531, 0.823, 0.508], [-2.050, 1.645, 0.795], [-2.637, 1.939, -0.893], [-1.353, 3.258, 1.267], [1.146, -0.699, -0.094], [2.034, 0.193, -0.823], [3.262, -0.225, -1.256], [3.632, -1.561, -1.054], [2.854, -2.375, -0.296], [1.600, -1.992, 0.107], [-2.595, -2.413, 1.662], [-1.721, -0.794, 2.507], [-1.986, 2.476, -1.596], [-3.019, 0.925, -1.290], [-3.433, 2.636, -0.728], [-2.114, 3.879, 1.563], [-0.813, 3.262, 2.202], [-0.682, 3.827, 0.592], [1.789, 1.228, -1.014], [3.905, 0.405, -1.831], [4.706, -1.854, -1.229], [3.288, -3.293, 0.012], [0.955, -2.643, 0.757]],
  "mulliken_charge": [-0.717, 0.019, 0.423, -0.501, 0.282, -0.401, 0.076, -0.981, -1.210, 0.743, -0.438, -0.469, -0.468, -0.527, -0.312, 0.301, 0.252, 0.337, 0.250, 0.400, 0.481, 0.376, 0.317, 0.369, 0.398, 0.272, 0.390, 0.338]
}

=====

{
  "formula": "C12H13N2P",
  "method": "ωB97M-V/def2-TZVPD",
  "e_lumo_ha": 0.0310,
  "relative_energy_kj_mol": 34.92,
  "e_homo_ha": -0.304,
  "max_force_ev_per_a": 5.40,
  "molar_mass_g_mol": 216.224,
  "spin_multiplicity": 1,
  "orbital_gap_ev": 9.109,
  "species": ["N", "C", "C", "C", "C", "C", "C", "P", "N", "C", "C", "C", "C", "C", "C", "H", "H", "H", "H", "H", "H", "H", "H", "H", "H", "H", "H", "H"],
  "positions_angstrom": [[-1.965, 2.644, -1.493], [-1.525, 1.997, -0.315], [-2.481, 2.027, 0.675], [-2.108, 1.825, 1.982], [-0.902, 1.288, 2.198], [-0.006, 0.950, 1.237], [-0.294, 1.340, -0.101], [1.187, 0.757, -1.210], [2.507, 1.239, -0.249], [0.974, -0.967, -0.790], [2.145, -1.750, -0.984], [2.103, -3.161, -0.822], [0.960, -3.775, -0.368], [-0.207, -3.047, -0.182], [-0.233, -1.668, -0.487], [-2.751, 2.197, -1.969], [-1.298, 2.815, -2.166], [-3.340, 2.524, 0.266], [-2.769, 1.957, 2.784], [-0.556, 0.920, 3.258], [0.798, 0.462, 1.644], [2.050, 1.798, 0.513], [2.993, 1.904, -0.745], [3.146, -1.220, -1.278], [3.026, -3.645, -0.715], [0.911, -4.787, -0.290], [-1.153, -3.553, -0.107], [-1.213, -1.070, -0.288]],
  "mulliken_charge": [-0.624, 0.816, -0.484, -0.595, -0.493, -0.371, -0.119, -0.247, -0.630, 0.676, -0.358, -0.653, -0.361, -0.604, 0.008, 0.216, 0.219, 0.408, 0.430, 0.170, 0.455, 0.330, 0.289, 0.168, 0.350, 0.472, 0.330, 0.201]
}